Density functional theory data (ωB97M-V/def2-TZVPD) for a structure of composition C20H24ClHfN2O8PS2 in a non-equilibrium geometry.

Structure (ORCA input):
```
! wB97M-V def2-TZVPD RIJCOSX def2/J DEFGRID3
* xyz -1 2
Hf -0.29899 0.39922 -0.25678
O -1.13611 2.11019 -1.47760
C -2.32817 2.64743 -1.46634
C -2.41254 4.05876 -1.53599
C -3.57758 4.71981 -1.25434
C -4.79915 4.00829 -1.15415
C -4.72349 2.64704 -1.05267
C -3.52462 1.91994 -1.10724
C -3.49921 0.50062 -0.91538
N -2.43649 -0.18551 -0.69707
C -2.71873 -1.67816 -0.67075
C -1.46780 -2.47406 -0.96621
N -0.38791 -1.51793 -1.40556
C 0.52548 -1.99232 -2.27639
C 1.37653 -1.19727 -3.09748
C 2.05293 -1.73133 -4.23690
C 2.84667 -0.88662 -5.06531
C 3.19827 0.37383 -4.61113
C 2.55179 0.91500 -3.53268
C 1.68926 0.14073 -2.71377
O 1.19822 0.69035 -1.61662
H -1.49909 4.62969 -1.63169
H -3.61603 5.78341 -1.14116
H -5.74827 4.53844 -1.15229
H -5.69370 2.11405 -0.92009
H -4.50547 0.04402 -0.86980
H -3.57062 -1.87615 -1.37423
H -3.17539 -1.89769 0.33611
H -1.65768 -3.19797 -1.79276
H -1.13170 -2.95763 -0.03851
H 0.68185 -3.09417 -2.16702
H 1.89073 -2.80688 -4.44323
H 3.30891 -1.21957 -6.03252
H 3.92555 0.95978 -5.22283
H 2.69594 2.02886 -3.34884
C 2.44201 -4.84342 2.31119
C 2.59059 -3.41976 2.78623
O 1.21883 -2.82753 2.58199
P 1.20134 -1.22344 2.35386
S 2.18072 -0.80712 0.70797
S -0.67240 -0.76733 2.27518
O 1.72948 -0.78221 3.83604
C 2.39058 0.50137 4.19587
C 1.60926 1.11332 5.34474
H 3.21042 -5.07400 1.55185
H 1.42692 -4.92832 1.79977
H 2.46582 -5.54107 3.15196
H 3.27586 -2.87770 2.16285
H 2.91013 -3.26093 3.80483
H 2.49763 1.12993 3.27376
H 3.39955 0.18019 4.53153
H 0.55311 1.09745 5.13657
H 1.99318 2.11852 5.50707
H 1.80939 0.55832 6.23871
O -0.23957 2.80309 2.92321
Cl -0.46321 2.68221 1.50868
O -0.58996 3.93529 0.80184
O 0.67523 1.92711 0.88479
O -1.64832 1.78981 1.23876
*
```

Summary:
F_max   3.24 eV/Å
LUMO energy (alpha / beta)   0.095 / 0.094 Eh
E   -85278.4683 eV
Energy relative to the best compared isomer or geometry (same formula, charge and spin)   0.00 kJ/mol
Expectation value of S²   0.77